#1
C3H5NO4 | ωB97M-V/def2-TZVPD

XYZ file:
```
13
C3H5NO4, DFT ωB97M-V/def2-TZVPD
C 0.194 1.350 0.145
C -0.965 -0.143 0.913
C 0.227 -0.178 0.110
N -0.052 -0.964 -1.485
O -1.148 -0.970 -1.941
O 0.933 -1.410 -1.956
O -0.966 1.366 0.997
O 1.271 -0.771 0.631
H 1.112 1.642 0.741
H 0.102 2.019 -0.669
H -1.905 -0.505 0.403
H -0.909 -0.548 1.944
H 2.104 -0.889 0.168
```

Results
HOMO-LUMO gap   0.397 Eh
E_HOMO   -10.2 eV
LUMO level   0.6 eV

#2
C3H5NO4 | ωB97M-V/def2-TZVPD

XYZ file:
```
13
C3H5NO4, DFT ωB97M-V/def2-TZVPD
O -2.681 0.098 -0.062
N -1.575 0.539 -0.006
O -1.362 1.719 0.127
C -0.405 -0.309 -0.080
C 1.016 0.527 -0.764
O 1.896 0.973 0.283
C -0.180 -1.486 0.857
O -0.501 -1.579 -0.575
H 0.658 1.335 -1.351
H 1.443 -0.324 -1.357
H 1.763 1.949 0.343
H 0.913 -1.802 0.957
H -0.985 -1.639 1.627
```

Results
SMILES   O=[N+]([O-])[C@@]1(CO)CO1
HOMO-LUMO gap   0.385 Eh
E_HOMO   -10.4 eV
LUMO level   0.0 eV

Verdict on stability: #1 comes out on top.